No. 1
A single C4H6N2 molecule. Source: the Open Molecules 2025 dataset; level of theory: the ωB97M-V functional and the def2-TZVPD basis.

Structure (XYZ):
```
12
Properties=species:S:1:pos:R:3:forces:R:3:lowdin_charge:R:1
C -1.72373 -0.31768 0.07509 -0.10 0.00 0.00 -0.064
C -0.26090 0.00630 0.00412 0.13 -0.03 0.01 -0.285
C 0.80849 -0.85719 -0.10362 -0.02 0.06 0.01 -0.073
N 1.92714 -0.09198 -0.10626 0.11 -0.14 -0.04 -0.051
N 1.67049 1.21613 -0.01172 -0.21 -0.06 -0.02 0.018
C 0.34795 1.28143 0.05540 -0.05 0.10 0.01 -0.140
H -2.31363 0.60410 0.10906 0.09 -0.15 -0.01 0.073
H -2.06177 -0.89440 -0.79390 0.09 0.11 0.14 0.075
H -1.96781 -0.89791 0.97283 0.05 0.10 -0.15 0.075
H 0.85339 -1.93578 -0.17188 0.02 0.16 0.00 0.119
H 2.88487 -0.39419 -0.19224 -0.20 0.02 0.04 0.147
H -0.14041 2.24641 0.13420 0.09 -0.16 0.00 0.106
```
Forces are in eV/Å.

For the frontier orbital gap, the calculation gives 10.10 eV. Its SMILES is Cc1cn[nH]c1. The HOMO energy comes out at -9.05 eV.

=====

No. 2
A single C3H4Cl4 molecule. Source: the Open Molecules 2025 dataset; level of theory: the ωB97M-V functional and the def2-TZVPD basis.

Structure (XYZ):
```
11
Properties=species:S:1:pos:R:3:forces:R:3:lowdin_charge:R:1
C 0.99984 -0.93144 -0.05910 1.36 3.39 -0.73 -0.150
C -1.04534 0.54230 -0.27337 -2.63 1.74 -0.27 -1.092
C 0.33024 0.31370 0.34684 -0.57 2.61 0.94 -1.235
Cl -2.33562 -0.69982 0.28030 1.21 0.84 -0.56 0.490
Cl -0.97638 0.48427 -2.08131 0.01 0.05 0.85 0.559
Cl -0.05999 0.33992 2.13797 0.78 0.01 -0.56 0.589
Cl 1.30026 1.83533 -0.05163 -0.46 -0.94 0.28 0.574
H 1.82851 -1.08583 0.53358 1.96 -0.36 1.09 0.073
H 0.27363 -1.52190 0.22818 -3.29 -4.37 0.70 0.010
H 1.22347 -0.87357 -1.08957 0.14 -0.38 -1.08 0.073
H -1.53863 1.59703 0.02810 1.50 -2.59 -0.67 0.111
```
Forces are in eV/Å.

For the frontier orbital gap, the calculation gives 11.34 eV. Its SMILES is CC(Cl)(Cl)C(Cl)Cl. The HOMO energy comes out at -10.79 eV.